1.
Here is C23H33ClN2O5ReS2 as an isolated structure from OMol25. Energies are from ωB97M-V with the def2-TZVPD basis set.

Values from the calculation:
HOMO energy (alpha / beta), eV: -12.5 / -12.5
Expectation value of S²: 0.75
ΔE to the lowest compared entry with this formula, charge and spin, kcal per mole: 0.0
M, g/mol: 703.32
Calculated total energy, a.u.: -2716.2983

Geometry as ORCA input:
```
! wB97M-V def2-TZVPD RIJCOSX def2/J DEFGRID3
* xyz 2 2
Re 1.5940 0.6263 0.6089
N 5.6946 1.6034 0.7009
C 4.3783 1.6073 0.7144
O 3.7332 0.5335 0.9010
C 3.6067 2.8756 0.5314
C 2.1854 2.5216 0.0836
H 6.2105 0.7428 0.8053
H 6.2154 2.4521 0.5458
H 4.1190 3.5485 -0.1575
H 3.5868 3.3763 1.5037
H 2.0707 2.5655 -1.0070
H 1.4405 3.2151 0.4892
S 0.9912 0.2377 2.7581
C 2.1758 -0.7032 3.6821
N 3.3437 -1.1179 3.1673
C 4.2053 -1.9126 3.8344
C 3.9132 -2.3244 5.1069
C 2.7152 -1.9025 5.6830
C 1.8448 -1.0966 4.9707
H 3.5916 -0.7965 2.2304
H 5.1059 -2.1909 3.3070
H 4.6030 -2.9624 5.6387
H 2.4598 -2.2123 6.6878
H 0.9045 -0.7732 5.3938
C -2.6598 3.8890 2.0279
C -2.1622 3.6514 0.6076
C -2.5283 2.2744 0.0649
S -1.6224 0.9686 0.9017
O -0.3361 0.8593 -0.0118
C -2.5896 -0.4686 0.4572
C -1.9624 -1.7523 0.9855
C -2.7795 -2.9574 0.5301
H -2.4061 4.8936 2.3615
H -2.2202 3.1844 2.7375
H -3.7447 3.7879 2.0809
H -1.0783 3.7905 0.5465
H -2.5972 4.3883 -0.0693
H -2.2781 2.1545 -0.9900
H -3.5890 2.0538 0.2046
H -2.6899 -0.4662 -0.6314
H -3.5691 -0.2903 0.9120
H -1.9132 -1.7103 2.0772
H -0.9444 -1.8496 0.6080
H -3.7942 -2.9239 0.9287
H -2.3136 -3.8815 0.8674
H -2.8387 -2.9922 -0.5588
C -1.3484 -3.0007 -5.2205
C -1.9893 -1.8455 -4.5092
C -3.3605 -1.6494 -4.5264
C -3.9373 -0.5719 -3.8662
Cl -5.6550 -0.3560 -3.9055
C -3.1511 0.3315 -3.1822
C -1.7721 0.1442 -3.1394
C -1.2055 -0.9328 -3.7979
O 0.1536 -1.1713 -3.8441
C 0.9658 -0.6031 -2.8755
C 0.8363 -1.3245 -1.5462
O 0.1850 -2.2849 -1.3167
O 1.7047 -0.7990 -0.5821
H -2.1005 -3.6147 -5.7105
H -0.7894 -3.6226 -4.5202
H -0.6419 -2.6493 -5.9732
H -3.9922 -2.3443 -5.0642
H -3.6147 1.1852 -2.7048
H -1.1570 0.8550 -2.6047
H 0.7992 0.4695 -2.7213
H 1.9984 -0.7321 -3.2067
*
```



2.
Here is C23H33ClN4PPtS3 as an isolated structure from OMol25. Energies are from ωB97M-V with the def2-TZVPD basis set.

Values from the calculation:
HOMO energy, eV: -3.7
ΔE to the lowest compared entry with this formula, charge and spin, kcal per mole: 5.0
M, g/mol: 723.25
Calculated total energy, a.u.: -3230.8059

Geometry as ORCA input:
```
! wB97M-V def2-TZVPD RIJCOSX def2/J DEFGRID3
* xyz -1 1
Pt 0.2103 -0.8990 -0.3654
S 1.1833 -1.3553 1.8137
C 0.0874 -2.5467 2.4496
C 0.1359 -2.7782 3.8774
N 0.1999 -2.9505 5.0156
C -0.7721 -3.2439 1.6889
S -0.9074 -3.0755 -0.0463
C -1.6821 -4.1760 2.3144
N -2.4291 -4.9163 2.7858
C 4.0975 -1.6853 -3.9825
N 3.6972 -2.5739 -2.9146
C 3.4517 -3.9855 -3.2084
C 2.5821 -4.4547 -2.0334
N 2.5123 -3.2636 -1.1981
C 3.0075 -2.1733 -1.8108
S 2.8625 -0.5782 -1.2612
H 5.0776 -1.9761 -4.3675
H 4.1482 -0.6753 -3.5900
H 3.3677 -1.7118 -4.7991
H 4.3956 -4.5281 -3.2643
H 2.9380 -4.0865 -4.1674
H 3.0385 -5.2816 -1.4938
H 1.5854 -4.7527 -2.3551
H 1.7613 -3.1306 -0.5420
Cl 0.3134 -2.0561 -3.4113
C -0.3755 -0.7628 -2.3261
H -1.4478 -0.8491 -2.4516
H -0.0416 0.1670 -2.7692
C -3.1854 0.7035 -0.6425
C -2.2280 1.9059 -0.5445
C -1.8842 2.3770 -1.9630
C -2.9480 3.0211 0.2167
P -0.6657 1.2625 0.3025
C -1.3205 1.0228 2.0111
C -1.2384 1.9393 3.0607
C -1.7614 1.6429 4.3145
C -2.3852 0.4257 4.5442
C -2.4837 -0.4952 3.5108
C -1.9529 -0.1982 2.2620
C 0.6333 2.6345 0.3585
C 0.1648 4.0637 0.6563
C 1.6751 2.1793 1.3943
C 1.3270 2.6467 -1.0162
H -3.9957 0.9457 -1.3401
H -3.6303 0.4729 0.3257
H -2.6766 -0.1928 -0.9996
H -2.8100 2.5398 -2.5260
H -1.2904 1.6337 -2.4980
H -1.3310 3.3187 -1.9526
H -3.9042 3.2223 -0.2825
H -2.3808 3.9516 0.2321
H -3.1625 2.7288 1.2465
H -0.7555 2.8950 2.9230
H -1.6739 2.3697 5.1148
H -2.7774 0.1880 5.5263
H -2.9495 -1.4600 3.6810
H -2.0068 -0.9335 1.4683
H -0.4198 4.1553 1.5701
H -0.4306 4.4672 -0.1657
H 1.0504 4.7013 0.7634
H 1.2921 2.1878 2.4141
H 2.5439 2.8470 1.3411
H 2.0184 1.1666 1.1778
H 0.7166 3.1315 -1.7805
H 1.5550 1.6360 -1.3534
H 2.2738 3.1957 -0.9387
*
```



3.
Here is a 7-piece molecular cluster, C23H33F6N2O22P overall from OMol25. Energies are from ωB97M-V with the def2-TZVPD basis set.

Values from the calculation:
HOMO energy, eV: -8.8
M, g/mol: 834.47
Structure (SMILES): C[C@H](OCCN)[C@@H](N)P(=O)(O)O.O=C1OC[C@@H](F)O1.O=C1OC[C@@H](F)O1.O=C1OC[C@@H](F)O1.O=C1OC[C@@H](F)O1.O=C1OC[C@@H](F)O1.O=C1OC[C@@H](F)O1
Calculated total energy, a.u.: -3601.7217

Geometry as ORCA input:
```
! wB97M-V def2-TZVPD RIJCOSX def2/J DEFGRID3
* xyz 0 1
C 2.3877 0.2200 0.1187
C 2.9133 -1.0995 0.6723
O 3.9932 -1.5453 -0.1331
C 5.2752 -1.0328 0.2320
C 6.1029 -0.9052 -1.0588
N 7.4787 -1.3836 -0.9015
C 1.8702 -2.2137 0.6443
N 1.0093 -2.1747 1.8195
P 0.9046 -2.3901 -0.9073
O 0.3339 -3.7355 -0.9391
O -0.2859 -1.3063 -0.9159
O 1.8066 -2.1893 -2.2005
H 2.2302 0.1463 -0.9525
H 3.1219 1.0078 0.2533
H 1.4593 0.4932 0.6260
H 3.2053 -0.9375 1.7144
H 5.7734 -1.7731 0.8591
H 5.2161 -0.0954 0.7900
H 5.6403 -1.5780 -1.7644
H 6.0984 0.1334 -1.3814
H 7.4518 -2.3887 -0.7640
H 7.9026 -0.9866 -0.0727
H 2.4368 -3.1419 0.6737
H 0.4774 -3.0366 1.8649
H 0.3572 -1.3995 1.7974
H 0.0110 -0.4515 -0.5614
H 1.8714 -1.2687 -2.4920
O -5.5559 1.3555 -1.4481
C -4.7909 0.8457 -0.7025
O -4.6071 -0.4828 -0.5615
C -3.5031 -0.6916 0.3305
C -3.4834 0.6021 1.1090
F -2.2211 0.9556 1.4747
O -3.9701 1.5365 0.1573
H -2.5887 -0.8353 -0.2460
H -3.6716 -1.5642 0.9550
H -4.1268 0.6092 1.9884
O 1.9847 2.4842 -1.5948
C 0.9035 2.9692 -1.5796
O -0.1877 2.4051 -0.9991
C -1.2643 3.3541 -1.0575
C -0.8400 4.2329 -2.2133
F -1.2299 5.5167 -2.0507
O 0.5748 4.1605 -2.1438
H -1.3027 3.9170 -0.1246
H -2.2130 2.8541 -1.2179
H -1.1678 3.8842 -3.1937
O 9.3884 -0.1492 1.5358
C 8.8358 -0.6561 2.4520
O 7.7404 -1.4553 2.3443
C 7.4601 -1.9859 3.6468
C 8.1198 -0.9713 4.5532
F 8.6039 -1.5328 5.6849
O 9.1963 -0.5132 3.7573
H 7.9177 -2.9705 3.7451
H 6.3877 -2.0692 3.8030
H 7.4870 -0.1240 4.8224
O -6.7188 0.1904 5.1522
C -6.9869 0.8425 4.2020
O -6.2903 0.8307 3.0339
C -7.0057 1.6413 2.0810
C -7.8167 2.5407 2.9897
F -9.0137 2.8819 2.4607
O -8.0287 1.7155 4.1215
H -7.6411 1.0084 1.4621
H -6.3186 2.1894 1.4409
H -7.3025 3.4503 3.3047
O 7.3071 -4.4658 -2.2589
C 6.9973 -4.0096 -3.3074
O 7.3772 -4.4992 -4.5120
C 6.6883 -3.7654 -5.5290
C 6.3537 -2.4771 -4.8096
F 5.1842 -1.9421 -5.2383
O 6.2069 -2.9103 -3.4715
H 5.7838 -4.3004 -5.8209
H 7.3245 -3.6241 -6.3981
H 7.1319 -1.7138 -4.8558
O -9.2331 1.8320 -0.3387
C -10.3659 2.1701 -0.4064
O -10.7864 3.4534 -0.5123
C -12.2034 3.4452 -0.7107
C -12.5916 2.1018 -0.1318
F -13.6473 1.5513 -0.7752
O -11.4345 1.3240 -0.3769
H -12.4240 3.4933 -1.7776
H -12.6682 4.2864 -0.2048
H -12.7964 2.1108 0.9398
*
```



Please write out number 1 again, unchanged.
Here is C23H33ClN2O5ReS2 as an isolated structure from OMol25. Energies are from ωB97M-V with the def2-TZVPD basis set.

Values from the calculation:
HOMO energy (alpha / beta), eV: -12.5 / -12.5
Expectation value of S²: 0.75
ΔE to the lowest compared entry with this formula, charge and spin, kcal per mole: 0.0
M, g/mol: 703.32
Calculated total energy, a.u.: -2716.2983

Geometry as ORCA input:
```
! wB97M-V def2-TZVPD RIJCOSX def2/J DEFGRID3
* xyz 2 2
Re 1.5940 0.6263 0.6089
N 5.6946 1.6034 0.7009
C 4.3783 1.6073 0.7144
O 3.7332 0.5335 0.9010
C 3.6067 2.8756 0.5314
C 2.1854 2.5216 0.0836
H 6.2105 0.7428 0.8053
H 6.2154 2.4521 0.5458
H 4.1190 3.5485 -0.1575
H 3.5868 3.3763 1.5037
H 2.0707 2.5655 -1.0070
H 1.4405 3.2151 0.4892
S 0.9912 0.2377 2.7581
C 2.1758 -0.7032 3.6821
N 3.3437 -1.1179 3.1673
C 4.2053 -1.9126 3.8344
C 3.9132 -2.3244 5.1069
C 2.7152 -1.9025 5.6830
C 1.8448 -1.0966 4.9707
H 3.5916 -0.7965 2.2304
H 5.1059 -2.1909 3.3070
H 4.6030 -2.9624 5.6387
H 2.4598 -2.2123 6.6878
H 0.9045 -0.7732 5.3938
C -2.6598 3.8890 2.0279
C -2.1622 3.6514 0.6076
C -2.5283 2.2744 0.0649
S -1.6224 0.9686 0.9017
O -0.3361 0.8593 -0.0118
C -2.5896 -0.4686 0.4572
C -1.9624 -1.7523 0.9855
C -2.7795 -2.9574 0.5301
H -2.4061 4.8936 2.3615
H -2.2202 3.1844 2.7375
H -3.7447 3.7879 2.0809
H -1.0783 3.7905 0.5465
H -2.5972 4.3883 -0.0693
H -2.2781 2.1545 -0.9900
H -3.5890 2.0538 0.2046
H -2.6899 -0.4662 -0.6314
H -3.5691 -0.2903 0.9120
H -1.9132 -1.7103 2.0772
H -0.9444 -1.8496 0.6080
H -3.7942 -2.9239 0.9287
H -2.3136 -3.8815 0.8674
H -2.8387 -2.9922 -0.5588
C -1.3484 -3.0007 -5.2205
C -1.9893 -1.8455 -4.5092
C -3.3605 -1.6494 -4.5264
C -3.9373 -0.5719 -3.8662
Cl -5.6550 -0.3560 -3.9055
C -3.1511 0.3315 -3.1822
C -1.7721 0.1442 -3.1394
C -1.2055 -0.9328 -3.7979
O 0.1536 -1.1713 -3.8441
C 0.9658 -0.6031 -2.8755
C 0.8363 -1.3245 -1.5462
O 0.1850 -2.2849 -1.3167
O 1.7047 -0.7990 -0.5821
H -2.1005 -3.6147 -5.7105
H -0.7894 -3.6226 -4.5202
H -0.6419 -2.6493 -5.9732
H -3.9922 -2.3443 -5.0642
H -3.6147 1.1852 -2.7048
H -1.1570 0.8550 -2.6047
H 0.7992 0.4695 -2.7213
H 1.9984 -0.7321 -3.2067
*
```